Molecular formula: C4H11N2O2
Method: DFT, ωB97M-V with the def2-TZVPD basis set

Max |F| in eV Å⁻¹: 2.82
E_tot in hartree: -418.96180
Charge: -1
ΔE to the lowest compared entry with this formula, charge and spin in eV: 3.517
SMILES: [O-]CNCCNCO

Geometry (Å):
O 3.39267 -0.01160 0.36687
C 2.16083 0.40220 0.29666
N 1.23549 -0.42361 1.26240
C 0.29893 -1.29134 0.60815
C -1.14723 -0.78445 0.50786
N -1.22780 0.65249 0.13855
C -1.04685 0.90978 -1.31904
O -2.23359 1.46831 -1.84215
H 2.01671 1.45794 0.67613
H 1.69279 0.37443 -0.74680
H 1.92876 -0.93456 1.79534
H 0.35309 -2.31752 1.01082
H 0.59465 -1.45382 -0.45690
H -1.68786 -0.79658 1.46171
H -1.73370 -1.46139 -0.11330
H -0.48658 1.04269 0.71715
H -0.88979 -0.08575 -1.71005
H -0.28988 1.68079 -1.47389
H -2.93066 1.57200 -1.17950



Molecular formula: C4H11N2O2
Method: DFT, ωB97M-V with the def2-TZVPD basis set

Max |F| in eV Å⁻¹: 2.61
E_tot in hartree: -418.78560
Charge: +1
ΔE to the lowest compared entry with this formula, charge and spin in eV: 0.387

Geometry (Å):
C 2.19326 -0.00685 -0.77932
C 0.84844 -0.60603 -0.47952
C -0.10704 -1.11119 -1.28000
N -1.04901 -1.69336 -0.44818
C -0.70241 -1.50258 0.80281
N 0.46877 -0.87198 0.83221
H 2.45738 -0.30018 -1.79257
H 2.86495 -0.27516 0.02035
H 2.10260 1.06506 -0.86834
H -0.05491 -1.21718 -2.34831
H -1.94661 -2.04382 -0.73780
H -1.18799 -1.97359 1.63086
H 0.62720 -0.29388 1.65957
H -1.84049 2.94833 -1.01776
H -0.49151 2.29191 -1.49719
O -1.12104 2.36430 -0.78008
H -0.73189 1.81624 1.13239
H 0.41280 2.23292 2.10409
O -0.33105 1.65520 1.95765



Molecular formula: C4H11N2O2
Method: DFT, ωB97M-V with the def2-TZVPD basis set

Max |F| in eV Å⁻¹: 4.61
E_tot in hartree: -418.65076
Charge: +1
ΔE to the lowest compared entry with this formula, charge and spin in eV: 4.056

Geometry (Å):
C -1.11695 -0.33338 0.62657
C -0.32711 0.91342 0.84854
C -0.52690 -1.67500 0.24300
C -1.09790 1.37247 -1.61256
N -0.82047 0.77825 -0.34362
N 2.11161 0.16940 0.33079
O -2.28546 -0.16158 1.23309
O 0.17716 1.82434 1.61158
H 0.52428 -1.69065 -0.23518
H -1.17524 -2.30057 -0.42344
H -0.40215 -2.39542 1.18104
H -1.95964 0.99375 -2.08881
H -1.11010 2.41692 -1.38753
H -0.38934 0.97056 -2.29305
H 2.33065 0.87306 -0.25339
H 2.71543 -0.53440 -0.20229
H 2.62174 0.35199 1.19325
H -3.01512 -0.79175 0.86859
H 0.13706 1.70207 2.61871



Molecular formula: C4H11N2O2
Method: DFT, ωB97M-V with the def2-TZVPD basis set

Max |F| in eV Å⁻¹: 2.50
E_tot in hartree: -418.75616
Charge: +1
ΔE to the lowest compared entry with this formula, charge and spin in eV: 1.188
SMILES: [NH3+]CC(=O)NCCO

Geometry (Å):
N 0.23692 -1.88310 -2.54033
C 0.75514 -1.23031 -1.33241
C -0.36287 -0.18692 -0.92602
O -1.25621 -0.17660 -1.77499
N -0.40900 0.42825 0.23806
C 0.74096 0.33870 1.15769
C 0.30611 0.79156 2.53982
O -0.30115 2.05435 2.56348
H -0.79821 -1.89712 -2.47135
H 0.51889 -2.86048 -2.63532
H 0.34553 -1.33194 -3.39302
H 0.79370 -1.95509 -0.51698
H 1.72980 -0.78226 -1.49872
H -1.13613 1.10131 0.44390
H 1.09396 -0.68760 1.21578
H 1.50252 1.04916 0.82234
H 1.15243 0.71120 3.23228
H -0.45774 0.15545 3.01188
H 0.28735 2.78237 2.39634



Molecular formula: C4H11N2O3
Method: DFT, ωB97M-V with the def2-TZVPD basis set

Max |F| in eV Å⁻¹: 4.88
E_tot in hartree: -493.91946
Charge: +1
ΔE to the lowest compared entry with this formula, charge and spin in eV: 3.015

Geometry (Å):
C -2.43870 -1.62871 -0.23816
C -2.46366 -0.10249 -0.12575
C -1.13614 0.50954 -0.07704
C 2.89752 -0.31162 0.24052
N 1.78080 0.15949 -0.12440
N -0.77549 1.69631 0.33195
O 1.80551 1.62278 -0.15655
O 4.00771 0.37331 0.36474
O 3.06839 -1.60979 0.41748
H -2.25147 -1.93019 -1.23173
H -1.80141 -2.18437 0.41714
H -3.45455 -2.06899 -0.02712
H -2.97544 0.26137 0.86867
H -3.04760 0.28900 -0.99407
H -0.16611 -0.04845 -0.30086
H 0.19973 1.73289 0.19436
H -1.51537 2.31009 0.62762
H 2.26625 -2.15067 0.24320
H 3.93251 1.31140 0.64575
H 2.06753 1.76910 -1.07574



Molecular formula: C4H11N2OS
Method: DFT, ωB97M-V with the def2-TZVPD basis set

Max |F| in eV Å⁻¹: 4.62
E_tot in hartree: -741.66832
Charge: +1
ΔE to the lowest compared entry with this formula, charge and spin in eV: 1.850
SMILES: NC(=O)[C@@H]([NH3+])CCS

Geometry (Å):
N -2.49816 0.39125 1.32976
C -1.97880 -0.21344 0.19100
O -2.78145 -0.53370 -0.74040
C -0.50497 -0.58670 0.05330
N -0.31425 -1.22940 -1.38376
C 0.53423 0.74864 0.16189
C 1.94768 0.60069 -0.14145
S 2.99346 0.96074 1.28342
H -3.53104 0.76247 1.29912
H -2.09436 0.45552 2.26491
H -0.19217 -1.26594 0.82778
H -0.47823 -2.30579 -1.27612
H 0.60301 -1.07391 -1.83615
H -0.97524 -0.85821 -2.04853
H 0.35342 1.16314 1.26167
H 0.14743 1.51760 -0.53000
H 2.36526 -0.33464 -0.56472
H 2.27054 1.37470 -0.89767
H 4.13367 0.42700 0.74595